{"formula": "C16H37BN2O8S5", "method": "the ωB97M-V functional and the def2-TZVPD basis", "symbols": ["N", "B", "O", "C", "C", "N", "C", "O", "C", "C", "C", "O", "H", "H", "H", "H", "H", "H", "H", "C", "S", "O", "C", "H", "H", "H", "H", "H", "H", "C", "S", "O", "C", "H", "H", "H", "H", "H", "H", "C", "S", "O", "C", "H", "H", "H", "H", "H", "H", "C", "S", "O", "C", "H", "H", "H", "H", "H", "H", "C", "S", "O", "C", "H", "H", "H", "H", "H", "H"], "positions_angstrom": [[0.2662, 0.5009, -0.4570], [-0.6755, -0.0669, -1.3862], [-0.2505, -0.7732, -2.5121], [-2.2463, 0.0789, -1.2425], [-2.9222, 1.2074, -1.4978], [-2.2654, 2.3875, -1.9426], [-4.4084, 1.2507, -1.3706], [-5.0129, 2.2990, -1.5210], [-5.1167, -0.0096, -1.0755], [-4.4619, -1.1486, -0.8476], [-2.9818, -1.1508, -0.8496], [-2.3535, -2.1360, -0.5049], [0.3816, -0.0213, 0.4032], [1.1846, 0.5429, -0.8987], [0.3581, -0.2458, -3.0471], [-2.3758, 2.4905, -2.9454], [-2.6889, 3.2008, -1.5124], [-6.1989, 0.0414, -1.0575], [-4.9856, -2.0735, -0.6376], [2.2777, 3.6941, -2.7294], [3.6390, 3.1043, -1.7189], [3.1033, 1.9607, -0.9260], [3.6826, 4.5113, -0.6125], [2.0615, 2.9219, -3.4653], [1.4066, 3.8716, -2.0986], [2.5763, 4.6122, -3.2342], [2.7125, 4.5992, -0.1284], [3.9150, 5.4118, -1.1789], [4.4585, 4.3298, 0.1290], [-6.7132, -5.6175, 0.6244], [-7.3530, -4.0220, 1.1395], [-6.4875, -2.9940, 0.4984], [-6.8182, -4.1382, 2.8485], [-6.9043, -5.7193, -0.4415], [-5.6409, -5.6549, 0.8147], [-7.2320, -6.4068, 1.1682], [-5.7385, -4.2814, 2.8797], [-7.3340, -4.9678, 3.3318], [-7.0832, -3.2047, 3.3396], [4.6696, -2.6483, -2.9172], [4.1299, -1.0007, -2.4445], [5.1162, -0.0443, -3.0186], [4.4958, -1.1729, -0.7044], [4.5572, -2.7367, -3.9958], [5.7151, -2.7783, -2.6388], [4.0447, -3.3878, -2.4167], [5.5502, -1.4133, -0.5751], [3.8787, -1.9615, -0.2788], [4.2632, -0.2163, -0.2374], [3.5741, -2.8205, 3.5266], [5.1188, -3.3155, 2.7554], [4.8193, -3.5550, 1.3197], [5.2174, -4.9288, 3.5394], [3.3084, -1.8432, 3.1293], [2.7986, -3.5456, 3.2804], [3.7132, -2.7529, 4.6055], [4.3258, -5.5050, 3.2932], [5.3115, -4.8022, 4.6178], [6.1013, -5.4288, 3.1499], [-0.5425, 6.7715, 1.9524], [0.3579, 5.5212, 1.0308], [0.9395, 6.2110, -0.1533], [-1.0745, 4.6164, 0.4474], [0.1869, 7.4632, 2.3678], [-1.2149, 7.3005, 1.2775], [-1.0996, 6.2953, 2.7591], [-1.7127, 5.2868, -0.1296], [-1.6142, 4.2038, 1.3002], [-0.7093, 3.8035, -0.1794]], "forces_ev_per_angstrom": [[0.2, -0.3, -0.7], [0.3, -0.2, 0.0], [-0.4, 1.0, -0.4], [-0.1, -0.1, 0.3], [0.2, -0.2, -0.1], [0.2, -0.1, 0.1], [-0.2, 0.3, 0.0], [0.1, -0.2, 0.0], [-0.1, -0.3, 0.1], [-0.2, 0.2, -0.2], [0.1, -0.1, 0.1], [-0.1, 0.0, 0.0], [-0.3, 0.4, 0.2], [0.1, 0.1, 0.4], [0.3, -0.5, 0.2], [0.0, 0.0, 0.0], [-0.2, 0.0, -0.2], [0.0, 0.0, 0.0], [0.1, 0.0, 0.1], [-0.1, 0.0, 0.0], [0.2, 0.0, -0.2], [-0.1, -0.2, 0.1], [0.0, -0.1, 0.1], [0.0, 0.0, 0.0], [0.0, 0.0, 0.0], [0.0, 0.0, 0.0], [0.1, 0.1, 0.0], [0.0, 0.0, 0.0], [0.0, -0.1, -0.1], [0.0, -0.1, 0.0], [0.0, 0.0, 0.0], [-0.1, 0.0, 0.0], [0.0, 0.0, 0.1], [0.0, 0.0, 0.0], [0.0, 0.0, 0.0], [0.0, 0.0, 0.0], [0.0, 0.0, 0.0], [0.0, 0.0, 0.0], [0.0, 0.0, 0.0], [0.0, -0.1, 0.0], [-0.1, 0.1, 0.0], [0.0, 0.0, 0.0], [0.0, 0.1, 0.1], [0.0, 0.0, 0.0], [0.0, 0.0, 0.0], [0.0, 0.0, 0.0], [0.0, 0.0, 0.0], [0.0, 0.0, 0.0], [0.0, 0.0, -0.1], [-0.1, 0.0, 0.1], [0.0, 0.0, 0.0], [0.0, -0.1, 0.0], [0.0, -0.1, 0.1], [0.0, 0.0, 0.0], [0.0, 0.0, 0.0], [0.0, 0.0, 0.0], [0.0, 0.0, 0.0], [0.0, 0.0, 0.0], [0.0, 0.0, 0.0], [-0.1, 0.0, 0.1], [-0.1, 0.0, 0.1], [0.0, 0.0, -0.1], [0.0, -0.1, 0.0], [0.0, 0.0, 0.0], [0.0, 0.0, 0.0], [0.0, 0.0, 0.0], [0.0, 0.0, 0.0], [0.0, 0.0, 0.0], [0.0, 0.0, 0.0]], "fmax_ha_per_bohr": 0.023, "homo_lumo_gap_ev": 7.3, "e_tot_ev": -91402.35861}

***

{"formula": "C16H38ClN2O", "method": "the ωB97M-V functional and the def2-TZVPD basis", "symbols": ["C", "C", "N", "C", "C", "C", "C", "C", "O", "C", "H", "H", "H", "H", "H", "H", "H", "H", "H", "H", "H", "H", "H", "H", "H", "H", "H", "H", "H", "H", "C", "C", "C", "N", "C", "C", "C", "C", "C", "H", "H", "H", "H", "H", "H", "H", "H", "H", "H", "H", "H", "H", "H", "H", "H", "H", "H", "Cl"], "positions_angstrom": [[-20.1560, 4.4677, 8.0858], [-20.8277, 3.2134, 8.5637], [-19.8747, 2.1144, 9.0167], [-19.1698, 1.6699, 7.7420], [-18.7491, 2.5737, 9.9112], [-19.2359, 3.1124, 11.2423], [-20.6795, 0.9691, 9.5718], [-19.8819, -0.0977, 10.2756], [-18.8023, -0.5825, 9.4939], [-18.1058, -1.6617, 10.1012], [-20.7919, 5.3250, 8.2862], [-19.9526, 4.4220, 7.0109], [-19.1319, 4.6655, 8.3971], [-21.5465, 2.7175, 7.9163], [-21.3492, 3.4437, 9.5000], [-18.3296, 1.0495, 8.0310], [-18.8013, 2.4840, 7.1209], [-19.8642, 1.0586, 7.1675], [-18.2386, 3.3828, 9.3892], [-18.1029, 1.7091, 10.0172], [-19.5644, 2.3580, 11.9602], [-20.0945, 3.7750, 11.1063], [-18.4830, 3.7239, 11.7369], [-21.2808, 0.6047, 8.7402], [-21.3974, 1.4230, 10.2563], [-20.5188, -0.9689, 10.4727], [-19.5134, 0.2458, 11.2475], [-17.3743, -1.9383, 9.3406], [-18.8101, -2.4858, 10.2180], [-17.5433, -1.4299, 11.0079], [-12.0201, 3.9446, 8.5055], [-13.0535, 2.8119, 8.6050], [-13.1369, 2.2282, 9.9928], [-14.0398, 1.0089, 10.0518], [-15.4537, 1.4324, 9.7599], [-13.9858, 0.4271, 11.4420], [-14.1955, -1.0820, 11.3091], [-14.2567, -1.3712, 9.8013], [-13.6733, -0.1524, 9.1481], [-11.0428, 3.5429, 8.7746], [-12.2439, 4.8211, 9.1163], [-11.9931, 4.3597, 7.4994], [-12.7105, 2.0518, 7.8938], [-14.0041, 3.1534, 8.1821], [-13.5162, 2.9518, 10.7098], [-12.1681, 1.7979, 10.2518], [-16.1361, 0.6051, 9.9324], [-15.5005, 1.8828, 8.7738], [-15.6167, 2.2562, 10.4553], [-14.7139, 0.8677, 12.1174], [-12.9834, 0.5720, 11.8356], [-15.0627, -1.5181, 11.7981], [-13.3001, -1.5982, 11.6521], [-15.2523, -1.5472, 9.3865], [-13.6865, -2.2650, 9.5537], [-14.0423, 0.0950, 8.1557], [-12.5827, -0.1950, 9.0855], [-16.4148, 4.2949, 7.4949]], "forces_ev_per_angstrom": [[0.4, 0.1, -1.7], [0.1, -0.1, 2.4], [1.1, -0.2, -1.9], [0.0, -0.8, -0.2], [-0.6, 0.6, 0.7], [-0.6, 0.1, 0.4], [-0.1, 0.7, -0.2], [0.3, -1.0, 0.2], [0.2, 0.7, 0.3], [-0.1, -0.1, -1.2], [0.0, 0.0, 0.0], [-0.5, 0.1, -0.1], [-0.1, 0.0, 0.7], [0.1, 0.2, -0.4], [-0.3, 0.0, -0.3], [0.0, 0.0, -0.1], [-0.1, 0.4, 0.5], [-0.1, 0.1, 0.0], [0.3, -0.4, -0.3], [0.1, 0.1, 0.0], [0.1, -0.1, -0.1], [0.1, 0.1, -0.1], [0.2, -0.1, -0.2], [0.2, -0.3, 0.0], [0.1, -0.2, 0.3], [-0.4, 0.3, 0.1], [0.0, 0.1, 0.0], [-0.1, -0.3, 0.1], [0.2, -0.2, 0.4], [-0.4, 0.3, 0.3], [-0.2, 0.0, 0.2], [0.2, 0.4, -1.1], [0.1, -0.8, -1.0], [-0.9, -0.1, 0.6], [0.7, 0.7, 0.5], [0.1, -0.8, 0.4], [0.2, -0.7, -0.8], [-0.4, -0.3, -0.5], [0.8, 1.0, -0.4], [0.2, 0.3, -0.1], [-0.1, -0.3, 0.3], [0.1, -0.4, -0.1], [0.0, -0.2, 0.2], [-0.1, 0.2, 0.4], [0.1, -0.1, 0.2], [0.1, 0.5, 0.4], [0.0, 0.0, -0.1], [-0.3, -0.2, -0.3], [-0.5, -0.1, 0.0], [0.0, 0.4, -0.3], [0.0, 0.4, 0.0], [0.0, 0.3, 0.3], [-0.2, 0.0, 0.4], [-0.1, 0.1, 0.4], [0.1, 0.1, -0.1], [0.0, -0.2, 0.0], [0.0, 0.1, 0.2], [-0.2, -0.5, 0.4]], "charge": 1, "fmax_ha_per_bohr": 0.046, "homo_lumo_gap_ev": 7.7, "e_tot_ev": -34751.35533, "e_above_lowest_kj_mol": 27.7}

***

{"formula": "C16H38F3N3O7", "method": "the ωB97M-V functional and the def2-TZVPD basis", "symbols": ["C", "O", "C", "O", "O", "C", "O", "C", "F", "F", "F", "H", "H", "H", "H", "H", "C", "O", "C", "C", "C", "N", "H", "H", "H", "H", "H", "H", "H", "H", "H", "H", "H", "C", "O", "C", "C", "C", "N", "H", "H", "H", "H", "H", "H", "H", "H", "H", "H", "H", "C", "O", "C", "C", "C", "N", "H", "H", "H", "H", "H", "H", "H", "H", "H", "H", "H"], "positions_angstrom": [[-6.4908, 0.1477, -4.4198], [-5.2905, -0.5629, -4.7823], [-4.1370, 0.0186, -4.4256], [-3.7425, 1.0774, -4.7893], [-3.3953, -0.8413, -3.6432], [-3.1179, -0.4302, -2.3327], [-2.1364, 0.5972, -2.3250], [-2.4462, 1.7451, -1.7062], [-3.6498, 2.2270, -2.0540], [-1.5209, 2.6428, -1.9907], [-2.4864, 1.5913, -0.3665], [-7.1125, -0.5205, -3.8233], [-6.2548, 1.0512, -3.8535], [-7.0215, 0.4340, -5.3291], [-4.0255, -0.0939, -1.8227], [-2.6969, -1.3024, -1.8359], [1.1156, 4.5158, 3.2690], [0.0295, 4.0640, 2.4868], [0.3751, 3.3617, 1.3088], [0.6978, 1.8792, 1.5184], [2.0562, 1.6084, 2.1511], [-0.3254, 1.1884, 2.3103], [1.9576, 4.8205, 2.6385], [1.4613, 3.7569, 3.9759], [0.7704, 5.3804, 3.8346], [-0.5043, 3.4267, 0.6638], [1.1990, 3.8738, 0.7928], [0.7016, 1.4240, 0.5223], [2.0403, 1.7909, 3.2266], [2.3191, 0.5596, 2.0058], [2.8472, 2.2190, 1.7118], [-1.2183, 1.2546, 1.8310], [-0.4567, 1.7132, 3.1715], [1.2066, -1.8001, 7.5839], [0.9185, -1.0508, 6.4219], [2.0416, -0.5856, 5.6992], [2.6591, -1.6108, 4.7412], [3.4776, -2.6922, 5.4383], [1.6580, -2.2334, 3.8742], [2.1026, -1.4216, 8.0873], [1.3465, -2.8624, 7.3682], [0.3560, -1.6947, 8.2565], [1.6714, 0.2507, 5.1008], [2.7950, -0.1874, 6.3937], [3.3398, -1.0497, 4.0914], [2.8349, -3.4458, 5.8945], [4.1104, -3.2042, 4.7139], [4.1180, -2.2698, 6.2150], [1.1995, -1.5183, 3.3148], [0.9217, -2.6133, 4.4627], [2.0963, -1.9305, -3.4816], [0.8274, -1.3109, -3.4493], [0.5597, -0.4118, -4.5104], [0.0741, -1.0717, -5.8064], [1.1667, -1.7678, -6.6098], [-1.0278, -2.0082, -5.5755], [2.8598, -1.2465, -3.8672], [2.0985, -2.8385, -4.0903], [2.3525, -2.2010, -2.4578], [-0.2386, 0.2360, -4.1408], [1.4402, 0.2176, -4.7009], [-0.3203, -0.2540, -6.4194], [1.4236, -2.7353, -6.1760], [0.8205, -1.9517, -7.6263], [2.0738, -1.1623, -6.6598], [-1.7850, -1.5070, -5.1230], [-0.7198, -2.6851, -4.8819]], "forces_ev_per_angstrom": [[-0.1, 0.3, -0.3], [0.0, -0.2, 0.6], [0.1, -0.3, -0.1], [-0.1, 0.3, 0.2], [-0.2, 0.0, -0.1], [0.0, -0.1, 0.0], [0.1, 0.0, -0.1], [-0.2, -0.1, 0.0], [0.0, 0.1, -0.1], [0.1, 0.1, 0.0], [0.0, 0.0, 0.1], [0.1, 0.0, -0.1], [0.0, -0.1, -0.1], [0.1, 0.0, 0.1], [0.1, 0.0, 0.0], [0.0, 0.1, -0.1], [0.0, 0.0, 0.0], [0.0, 0.0, 0.0], [-0.1, 0.0, -0.1], [0.0, -0.1, 0.1], [0.1, -0.1, 0.0], [-0.1, 0.1, -0.1], [0.0, 0.0, 0.0], [0.0, 0.0, 0.0], [0.0, 0.0, 0.0], [0.0, 0.0, 0.0], [0.0, 0.0, 0.0], [0.0, 0.0, 0.0], [0.0, 0.1, 0.0], [0.0, 0.0, 0.0], [0.0, 0.0, 0.0], [0.0, -0.1, 0.0], [0.0, -0.1, 0.0], [0.0, 0.0, 0.0], [0.0, 0.0, 0.0], [0.0, 0.1, -0.1], [-0.1, -0.1, 0.0], [0.0, 0.0, 0.0], [0.0, 0.1, 0.0], [0.0, 0.0, 0.0], [0.0, 0.0, 0.0], [0.0, 0.0, 0.0], [0.0, 0.0, 0.0], [0.0, -0.1, 0.0], [0.0, 0.1, 0.0], [0.0, 0.0, 0.0], [0.0, 0.0, 0.0], [0.0, 0.0, 0.0], [0.0, 0.0, 0.0], [0.0, 0.0, 0.0], [0.0, 0.0, 0.0], [0.0, 0.0, 0.0], [-0.1, 0.1, 0.0], [0.0, -0.1, 0.0], [0.0, 0.0, 0.0], [0.0, 0.1, 0.1], [0.0, 0.0, 0.0], [0.0, 0.0, 0.0], [0.0, 0.0, 0.0], [0.0, 0.0, 0.0], [0.0, 0.0, 0.0], [0.0, 0.0, 0.0], [0.0, 0.0, 0.0], [0.0, 0.0, 0.0], [0.0, 0.0, 0.0], [0.0, -0.1, 0.0], [0.0, 0.0, -0.1]], "fmax_ha_per_bohr": 0.011, "smiles": "COC(=O)OCOC(F)(F)F.COC[C@@H](C)N.COC[C@@H](C)N.COC[C@@H](C)N", "homo_lumo_gap_ev": 9.5, "e_tot_ev": -44161.71729}